This record from OMol25 describes C37H51N2P2Rb as an isolated structure. The level of theory is ωB97M-V/def2-TZVPD.

Output
* energy relative to the best compared isomer or geometry (same formula, charge and spin): 36.55 kJ/mol
* gap between HOMO and LUMO: 6.271 eV
* LUMO level: 0.11 eV
* HOMO level: -6.2 eV

```
! wB97M-V def2-TZVPD RIJCOSX def2/J DEFGRID3
* xyz 0 1
Rb 0.779 -0.974 0.487
C -0.848 -1.401 -4.354
C -1.346 -0.111 -3.693
C -2.576 0.432 -4.417
P -1.340 -0.333 -1.846
C -2.548 -1.703 -1.417
C -3.870 -1.871 -2.169
C -1.803 -3.045 -1.400
C -2.119 1.185 -1.185
C -3.431 1.558 -1.507
C -4.007 2.737 -1.071
C -3.223 3.598 -0.304
C -1.938 3.253 0.063
C -1.350 2.010 -0.306
N -0.101 1.610 0.094
C 0.575 2.260 1.103
C -0.006 2.730 2.302
C 0.759 3.331 3.290
C 2.132 3.486 3.130
C 2.730 3.001 1.974
C 1.989 2.377 0.970
P 2.659 1.380 -0.407
C 4.508 1.595 -0.325
C 5.119 0.781 0.824
C 5.066 3.034 -0.384
C 2.390 2.281 -2.030
C 2.383 1.221 -3.139
C 1.169 3.193 -2.130
H -0.554 -1.211 -5.391
H -1.638 -2.159 -4.373
H 0.013 -1.824 -3.831
H -0.559 0.641 -3.807
H -3.459 -0.195 -4.274
H -2.368 0.466 -5.493
H -2.817 1.446 -4.099
H -2.785 -1.452 -0.381
H -3.698 -2.161 -3.208
H -4.490 -0.974 -2.159
H -4.453 -2.672 -1.701
H -1.589 -3.394 -2.414
H -2.401 -3.815 -0.900
H -0.850 -2.965 -0.877
H -4.020 0.911 -2.140
H -5.022 2.995 -1.346
H -3.623 4.555 0.014
H -1.358 3.948 0.654
H -1.077 2.631 2.440
H 0.278 3.685 4.195
H 2.729 3.968 3.895
H 3.800 3.098 1.870
H 4.804 1.090 -1.248
H 4.800 1.161 1.799
H 6.213 0.818 0.795
H 4.820 -0.268 0.760
H 5.555 3.302 0.555
H 4.295 3.783 -0.573
H 5.819 3.135 -1.169
H 3.277 2.903 -2.161
H 1.527 0.551 -3.012
H 3.289 0.607 -3.130
H 2.309 1.691 -4.125
H 0.248 2.617 -2.235
H 1.269 3.838 -3.009
H 1.057 3.833 -1.251
C 4.051 -3.217 2.122
C 2.616 -3.640 1.915
C 1.672 -3.481 2.928
C 0.346 -3.851 2.736
C -0.057 -4.406 1.528
C 0.878 -4.586 0.514
C 2.199 -4.197 0.705
H 4.352 -3.344 3.162
H 4.195 -2.164 1.869
H 4.728 -3.798 1.497
H 1.983 -3.072 3.883
H -0.379 -3.704 3.527
H -1.090 -4.694 1.379
H 0.579 -5.040 -0.424
H 2.924 -4.351 -0.087
N -0.607 -0.565 3.262
C -1.977 -0.857 3.111
C -2.593 -1.820 3.908
C -3.925 -2.153 3.697
C -4.660 -1.538 2.689
C -4.043 -0.577 1.896
C -2.713 -0.237 2.103
H -0.263 -0.688 4.200
H -0.356 0.354 2.919
H -2.029 -2.304 4.703
H -4.391 -2.900 4.329
H -5.698 -1.802 2.528
H -4.592 -0.079 1.104
H -2.243 0.514 1.475
*
```